[1]
{
  "formula": "C41H58N3",
  "method": "ωB97M-V/def2-TZVPD",
  "mol_weight_g_mol": 592.9,
  "homo_lumo_gap_ev": 3.41,
  "de_lowest_kcal_mol": 0.0,
  "total_charge": 1,
  "species": ["C", "N", "C", "C", "H", "H", "H", "H", "H", "H", "H", "H", "C", "C", "C", "C", "C", "C", "C", "C", "C", "C", "C", "C", "C", "C", "N", "C", "C", "C", "C", "C", "C", "C", "C", "N", "C", "C", "C", "C", "C", "C", "C", "C", "C", "C", "C", "C", "C", "C", "C", "C", "H", "H", "H", "H", "H", "H", "H", "H", "H", "H", "H", "H", "H", "H", "H", "H", "H", "H", "H", "H", "H", "H", "H", "H", "H", "H", "H", "H", "H", "H", "H", "H", "H", "H", "H", "H", "H", "H", "H", "H", "H", "H", "H", "H", "H", "H", "H", "H", "H", "H"],
  "coordinates": [[-3.59678, -5.33635, -3.55583], [-2.28909, -4.67688, -3.62314], [-1.08156, -5.48597, -3.44306], [-2.19830, -3.39131, -3.81485], [-3.41481, -6.41277, -3.52050], [-4.15360, -5.02205, -2.66085], [-4.20464, -5.08355, -4.43486], [-1.39702, -6.52943, -3.38365], [-0.39423, -5.34660, -4.28795], [-0.54809, -5.19783, -2.52640], [-1.21245, -2.92324, -3.85384], [-3.10411, -2.81619, -4.02671], [-1.83850, -0.58060, -2.15737], [-3.07884, -0.11641, -1.42602], [-3.37651, 1.30628, -1.91906], [-4.25362, -1.01360, -1.83481], [-2.99862, -0.13140, 0.12504], [-4.12187, 0.44522, 0.72977], [-4.24536, 0.50755, 2.10401], [-3.29202, -0.11642, 2.90267], [-2.24156, -0.87112, 2.36668], [-1.58722, -1.92515, 3.34476], [-0.08556, -1.80440, 3.57394], [-1.92777, -3.33715, 2.86213], [-2.16129, -1.80561, 4.76806], [-1.98231, -0.67466, 0.95288], [-0.63559, -0.72488, 0.44557], [0.06091, 0.43232, 0.09670], [-0.52442, 1.65035, -0.19003], [0.14516, 2.81152, -0.73777], [1.00424, 2.74710, -1.85785], [1.84785, 3.81493, -2.14214], [1.73266, 5.00076, -1.40298], [0.72579, 5.14538, -0.44304], [-0.08168, 4.06114, -0.11691], [1.40120, 0.16825, 0.28009], [2.48015, 1.12896, 0.32509], [2.57320, 2.13122, 1.34896], [1.82551, 2.19799, 2.73242], [1.73639, 3.64774, 3.24326], [2.66509, 1.40551, 3.74416], [0.39772, 1.69157, 2.73176], [3.58375, 3.09054, 1.22160], [4.63396, 2.94098, 0.32900], [4.66013, 1.81981, -0.47287], [3.51879, 1.02009, -0.63052], [3.61269, 0.12737, -1.89966], [4.06845, 1.02336, -3.06568], [2.37175, -0.58531, -2.41021], [4.67167, -0.94230, -1.62640], [1.53217, -1.20809, 0.46325], [0.29802, -1.74612, 0.55051], [-1.58453, -1.62262, -1.95661], [-2.01647, -0.46808, -3.23498], [-0.98543, 0.05978, -1.91783], [-4.37035, 1.65402, -1.61907], [-2.63324, 2.01321, -1.53801], [-3.33016, 1.32435, -3.01603], [-5.19460, -0.67640, -1.38368], [-4.37967, -0.98745, -2.92421], [-4.07994, -2.05565, -1.53433], [-4.92591, 0.83741, 0.10450], [-5.12095, 0.98700, 2.54240], [-3.43796, -0.04910, 3.98140], [0.19646, -0.79943, 3.90330], [0.18734, -2.49633, 4.38638], [0.51777, -2.09206, 2.71437], [-2.99286, -3.54554, 3.02373], [-1.70775, -3.48626, 1.80008], [-1.34649, -4.05718, 3.45134], [-3.23907, -1.98579, 4.80351], [-1.68877, -2.55855, 5.41090], [-1.94534, -0.82629, 5.20858], [-1.53639, 1.77186, 0.18180], [0.95003, 1.85757, -2.48816], [2.57250, 3.73504, -2.95401], [2.41132, 5.82543, -1.61707], [0.55772, 6.10485, 0.04882], [-0.87705, 4.13680, 0.62944], [1.32630, 4.32215, 2.48198], [1.07759, 3.68742, 4.12080], [2.71107, 4.02386, 3.56581], [2.76593, 0.35130, 3.45594], [3.66968, 1.84261, 3.81572], [2.20163, 1.45564, 4.73828], [0.31525, 0.64600, 2.43596], [-0.03649, 1.78828, 3.74226], [-0.22484, 2.29899, 2.06503], [3.62297, 3.95119, 1.88266], [5.44345, 3.67283, 0.29553], [5.55584, 1.60489, -1.05933], [5.07392, 1.43193, -2.92861], [4.07145, 0.44558, -3.99605], [3.36963, 1.86010, -3.18426], [2.03593, -1.38934, -1.75505], [1.54347, 0.09275, -2.62744], [2.66147, -1.06977, -3.35562], [4.40426, -1.53372, -0.74043], [4.73079, -1.61887, -2.48648], [5.66167, -0.50587, -1.46514], [2.49780, -1.69059, 0.52962], [0.00121, -2.77847, 0.68493]],
  "forces_ev_per_angstrom": [[-0.6, -0.3, 0.0], [0.1, 2.6, -0.2], [0.6, -0.4, 0.2], [-0.1, -1.6, -0.3], [-0.3, 0.3, 0.0], [0.4, -0.1, -0.2], [0.3, -0.1, 0.2], [0.3, 0.2, 0.0], [-0.3, 0.0, 0.2], [-0.3, -0.1, -0.2], [-0.3, -0.1, 0.1], [0.3, -0.1, 0.3], [0.3, 0.1, -0.5], [0.1, 0.2, 0.4], [0.0, 0.3, -0.2], [-0.2, -0.2, 0.0], [0.1, -0.1, 0.1], [-0.4, -0.4, 0.4], [0.0, 0.2, -0.4], [-0.3, -0.5, 0.0], [-0.1, 0.3, 0.3], [0.1, 0.7, 0.1], [0.7, -0.2, 0.1], [-0.2, -0.1, -0.1], [-0.3, 0.0, 0.1], [-0.4, 0.3, 0.4], [-0.4, -0.5, -0.3], [-0.8, 2.5, 0.4], [0.1, -1.4, -0.2], [0.0, 0.6, 0.1], [-0.3, 0.1, 0.6], [-0.3, 0.3, 0.2], [0.1, -0.1, -0.2], [-0.1, -0.1, -0.2], [0.4, -0.3, -0.4], [0.3, -0.2, -0.5], [0.6, 0.2, 0.2], [-0.1, -0.1, 0.3], [0.0, 0.2, -0.4], [0.1, 0.2, 0.1], [0.2, -0.1, 0.0], [-0.6, 0.0, 0.2], [0.0, -0.1, -0.2], [0.1, -0.3, 0.1], [0.0, 0.4, -0.2], [-0.1, -0.1, 0.1], [0.3, 0.2, 0.4], [0.0, 0.1, -0.3], [-0.3, -0.4, -0.2], [0.1, -0.3, -0.1], [-0.1, -0.6, 0.2], [0.7, -0.4, 0.1], [0.1, -0.2, 0.2], [0.0, -0.1, 0.0], [-0.1, -0.2, -0.1], [0.2, -0.1, -0.1], [-0.2, -0.1, -0.2], [-0.1, 0.1, 0.2], [0.2, -0.2, -0.1], [0.0, 0.1, 0.0], [0.0, 0.1, 0.1], [0.3, -0.1, 0.3], [0.4, 0.0, 0.0], [0.1, -0.3, -0.4], [0.0, -0.2, -0.1], [0.0, 0.2, -0.2], [-0.1, 0.2, 0.2], [0.2, 0.0, -0.1], [0.0, 0.0, 0.1], [-0.1, 0.0, -0.1], [0.1, 0.1, 0.0], [-0.1, 0.1, -0.2], [0.0, -0.1, 0.0], [0.1, 0.0, -0.2], [0.3, 0.3, 0.3], [-0.2, 0.2, 0.2], [-0.2, -0.1, 0.0], [0.2, -0.2, -0.1], [0.4, 0.0, -0.1], [0.1, -0.1, 0.1], [0.1, -0.1, -0.2], [-0.2, 0.0, 0.0], [0.0, 0.1, 0.0], [-0.2, -0.2, 0.0], [0.0, 0.0, -0.2], [0.0, 0.2, 0.1], [0.3, -0.1, -0.2], [0.2, -0.2, 0.2], [-0.1, -0.3, -0.1], [-0.2, -0.3, 0.1], [-0.4, 0.3, 0.1], [-0.3, -0.1, -0.1], [0.0, 0.0, 0.1], [0.2, -0.2, 0.0], [-0.1, 0.2, 0.0], [0.1, -0.2, 0.1], [-0.1, 0.2, 0.2], [0.1, 0.1, -0.2], [0.1, 0.0, 0.1], [-0.1, -0.1, 0.0], [-0.2, 0.1, 0.0], [0.1, 0.3, 0.1]]
}

=====

[2]
{
  "formula": "C41H59GeN3O5PSSi2Ti",
  "method": "ωB97M-V/def2-TZVPD",
  "spin_multiplicity": 2,
  "mol_weight_g_mol": 913.6,
  "homo_lumo_gap_ev": [6.50, 6.70],
  "s_squared": 0.7637,
  "de_lowest_kcal_mol": 8.0,
  "total_charge": 0,
  "species": ["Ti", "C", "Si", "C", "C", "C", "C", "C", "C", "C", "C", "H", "H", "H", "H", "H", "H", "H", "H", "H", "H", "H", "H", "H", "H", "H", "H", "H", "H", "H", "H", "H", "O", "S", "O", "N", "C", "O", "C", "C", "C", "C", "C", "C", "H", "H", "H", "H", "C", "C", "C", "C", "C", "C", "Ge", "C", "C", "C", "C", "C", "C", "C", "C", "C", "C", "C", "C", "H", "H", "H", "H", "H", "H", "H", "H", "H", "H", "H", "H", "H", "H", "H", "N", "C", "P", "O", "O", "C", "N", "H", "H", "H", "H", "H", "H", "H", "H", "H", "H", "C", "Si", "C", "C", "C", "C", "H", "H", "H", "H", "H", "H", "H", "H", "H"],
  "coordinates": [[-0.27857, 0.04964, 0.39011], [-0.76421, -3.32443, 1.57548], [-1.44061, -2.32164, 0.10682], [-1.15783, -3.44346, -1.44456], [-1.93204, -2.95893, -2.67079], [0.34271, -3.40074, -1.76709], [-1.51872, -4.91093, -1.17445], [-3.33448, -2.06198, 0.49056], [-4.17680, -3.32461, 0.28287], [-3.91319, -0.92856, -0.35864], [-3.47014, -1.64784, 1.96068], [-1.35420, -4.22401, 1.77420], [-0.74397, -2.72729, 2.48876], [0.26653, -3.63672, 1.38300], [-1.70897, -1.91267, -2.89162], [-3.01179, -3.05989, -2.54310], [-1.65506, -3.55978, -3.54712], [0.67745, -2.39089, -2.01262], [0.55835, -4.04989, -2.62554], [0.93797, -3.76510, -0.92568], [-2.58351, -5.05680, -0.99025], [-0.97115, -5.31122, -0.32035], [-1.25071, -5.51801, -2.04800], [-4.22724, -3.62674, -0.76387], [-5.20529, -3.14927, 0.62321], [-3.78167, -4.16407, 0.85843], [-3.80383, -1.10728, -1.43152], [-3.39860, 0.00772, -0.11226], [-4.98209, -0.79832, -0.13913], [-3.12093, -2.42972, 2.63651], [-4.52199, -1.44659, 2.20084], [-2.90348, -0.73892, 2.17960], [-0.78520, -1.30144, 6.67050], [-0.30743, -0.13615, 5.98886], [0.74771, 0.63440, 6.58684], [0.09596, -0.49394, 4.43240], [-0.65618, 0.16436, 3.60435], [-0.52039, 0.12925, 2.33477], [-1.71468, 1.02413, 4.21014], [-2.64966, 1.82681, 3.58051], [-3.54282, 2.52839, 4.38074], [-3.49128, 2.43089, 5.76908], [-2.53763, 1.63562, 6.39682], [-1.66252, 0.94557, 5.58644], [-2.66710, 1.90201, 2.50080], [-4.29093, 3.16234, 3.92236], [-4.20137, 2.98592, 6.36792], [-2.48561, 1.56095, 7.47441], [3.88833, -3.71495, 2.10891], [3.79197, -2.67426, 3.02165], [3.39430, -1.41136, 2.60329], [3.08957, -1.17014, 1.26607], [3.19054, -2.22616, 0.35891], [3.59068, -3.48835, 0.77211], [2.38778, 0.52522, 0.57533], [3.64166, 1.00271, -0.91074], [3.22813, 1.18872, -2.23360], [4.13107, 1.55341, -3.23317], [5.47117, 1.72067, -2.92677], [5.90641, 1.51236, -1.62335], [5.00294, 1.15716, -0.63397], [2.73021, 1.98938, 1.88025], [2.26870, 1.85925, 3.19294], [2.37907, 2.89603, 4.10845], [2.94502, 4.10557, 3.72291], [3.41853, 4.25605, 2.42724], [3.32123, 3.20351, 1.52152], [4.18965, -4.70075, 2.43941], [4.01527, -2.84589, 4.06702], [3.31848, -0.61705, 3.33583], [2.95414, -2.06270, -0.68890], [3.66348, -4.29500, 0.05278], [2.19099, 0.99604, -2.49295], [3.78971, 1.68462, -4.25384], [6.17799, 1.99763, -3.69849], [6.95603, 1.62570, -1.38165], [5.35931, 0.99563, 0.37802], [1.82259, 0.92868, 3.52213], [2.02341, 2.74607, 5.12079], [3.03317, 4.91826, 4.43248], [3.88973, 5.18457, 2.12605], [3.75179, 3.32868, 0.53026], [1.07426, 2.96048, -0.92633], [-0.10771, 3.36464, -1.71699], [-1.63782, 2.70603, -0.95111], [-2.43751, 4.02991, -0.63311], [-1.30187, 1.90100, 0.26640], [-2.77529, 1.89804, -2.12770], [-4.12957, 2.31794, -1.75174], [0.95162, 1.95084, -0.58602], [1.26418, 3.54059, -0.10811], [1.92185, 2.89790, -1.50382], [-0.01258, 2.95822, -2.72353], [-0.19174, 4.44927, -1.74523], [-2.59192, 0.82641, -2.10963], [-2.52216, 2.25772, -3.12783], [-3.39405, 3.82692, -0.77235], [-4.57291, 1.60266, -1.18671], [-4.70666, 2.47335, -2.56653], [-1.68623, -0.34328, -5.56453], [-0.05594, 0.23272, -4.84957], [0.25536, 2.00511, -5.40058], [1.34653, -0.87325, -5.39204], [-0.12787, 0.21585, -3.02244], [-0.16956, 0.15431, -1.79547], [-1.66457, -0.32693, -6.65623], [-2.50942, 0.29518, -5.23435], [-1.90538, -1.36306, -5.24478], [0.31434, 2.07543, -6.48883], [1.19435, 2.38795, -4.99268], [-0.55143, 2.66908, -5.07529], [1.45440, -0.88422, -6.47875], [1.16892, -1.89672, -5.05576], [2.29059, -0.53956, -4.95684]],
  "forces_ev_per_angstrom": [[-0.1, -0.1, 0.5], [0.0, 0.0, -0.1], [0.0, 0.0, 0.0], [0.0, 0.0, 0.1], [0.0, 0.0, 0.0], [0.0, 0.0, 0.0], [0.0, 0.0, 0.0], [0.0, -0.1, 0.0], [0.0, 0.0, 0.0], [0.0, 0.0, 0.0], [0.0, 0.0, 0.0], [0.0, 0.0, 0.0], [0.0, 0.0, 0.0], [0.0, 0.0, 0.0], [0.0, 0.0, 0.0], [0.0, 0.0, 0.0], [0.0, 0.0, 0.0], [0.0, 0.0, 0.0], [0.0, 0.0, 0.0], [0.0, 0.0, 0.0], [0.0, 0.0, 0.0], [0.0, 0.0, 0.0], [0.0, 0.0, 0.0], [0.0, 0.0, 0.0], [0.0, 0.0, 0.0], [0.0, 0.0, 0.0], [0.0, 0.0, 0.0], [0.0, 0.0, 0.0], [0.0, 0.0, 0.0], [0.0, 0.0, 0.0], [0.0, 0.0, 0.0], [0.0, 0.0, 0.0], [0.0, 0.0, 0.0], [0.0, 0.0, 0.1], [0.0, 0.0, 0.0], [-0.1, 0.0, 0.0], [0.1, 0.0, 0.1], [0.1, -0.1, -0.6], [-0.1, 0.1, 0.0], [0.1, 0.0, 0.0], [0.0, 0.0, 0.0], [0.0, 0.0, 0.0], [0.0, 0.0, 0.0], [0.0, -0.1, 0.0], [0.0, 0.0, 0.0], [0.0, 0.0, 0.0], [0.0, 0.0, 0.0], [0.0, 0.0, 0.0], [0.0, 0.0, 0.0], [0.0, 0.0, 0.0], [0.0, 0.0, 0.0], [0.0, 0.0, 0.0], [0.0, 0.0, 0.0], [0.0, 0.0, 0.0], [0.1, 0.1, 0.0], [-0.1, -0.1, 0.0], [0.1, 0.0, 0.0], [-0.1, 0.0, 0.0], [0.0, 0.0, 0.0], [0.0, 0.0, 0.0], [0.0, 0.0, 0.1], [0.0, -0.1, -0.1], [0.0, 0.0, 0.0], [0.0, 0.0, 0.0], [0.0, 0.0, 0.0], [0.0, 0.0, 0.0], [-0.1, 0.0, -0.1], [0.0, 0.0, 0.0], [0.0, 0.0, 0.0], [0.0, 0.0, 0.0], [0.0, 0.0, 0.0], [0.0, 0.0, 0.0], [0.0, 0.0, -0.1], [0.0, 0.0, 0.0], [0.0, 0.0, 0.0], [0.0, 0.0, 0.0], [0.0, 0.0, 0.0], [0.0, 0.0, 0.0], [0.0, 0.0, 0.0], [0.0, 0.0, 0.0], [0.0, 0.0, 0.0], [0.0, 0.0, 0.0], [-0.1, -0.3, -0.4], [-0.2, 0.1, 0.1], [-0.2, -0.1, -0.2], [0.1, 0.1, 0.1], [0.1, 0.0, 0.1], [0.0, 0.1, -0.1], [0.0, -0.1, 0.0], [0.2, 0.1, 0.1], [0.0, 0.0, 0.1], [0.1, 0.1, 0.1], [0.0, 0.0, 0.1], [0.1, 0.0, -0.1], [-0.1, 0.0, 0.0], [0.0, 0.0, 0.0], [0.0, 0.0, -0.1], [0.0, 0.0, 0.0], [0.0, 0.0, 0.0], [0.0, 0.0, 0.0], [0.1, 0.0, -0.1], [0.0, 0.0, 0.0], [0.0, 0.0, 0.0], [0.0, 0.2, 0.0], [0.0, 0.0, 0.2], [0.0, 0.0, 0.0], [0.0, 0.0, 0.0], [0.0, 0.0, 0.0], [0.0, 0.0, 0.0], [0.0, 0.0, 0.0], [0.0, 0.0, 0.0], [0.0, 0.0, 0.0], [0.0, 0.0, 0.0], [0.0, 0.0, 0.0]]
}